Entry 1:
C4H13N2S | ωB97M-V/def2-TZVPD

```
! RIJCOSX wB97M-V def2-TZVPD def2/J DEFGRID3
* xyz 2 2
C -1.6541 -2.1807 -0.3401
N 1.1451 0.2042 0.0652
C 1.0582 1.6255 0.3436
C 0.7186 1.8406 1.8586
S 1.0319 3.5300 2.3581
C -0.7547 -2.1366 -1.5921
N -0.4009 -0.8251 -1.9758
H -1.1448 -1.6383 0.4680
H -2.5859 -1.6428 -0.5096
H 2.1418 -0.0252 0.0142
H 0.3420 2.1649 -0.2745
H 2.0227 2.1091 0.1594
H -0.3057 1.5622 2.0811
H 1.3939 1.2295 2.4705
H -0.1381 3.7985 2.9889
H -1.1876 -2.6704 -2.4373
H 0.1632 -2.7149 -1.3510
H -0.1880 -0.7565 -2.9709
H 0.1765 -0.2588 -1.2881
H -1.8341 -3.2151 -0.0681
*
```

Its total energy is -667.0553 a.u. For the HOMO energy (alpha / beta), the calculation gives -19.02 / -19.10 eV. Its LUMO energy (alpha / beta) is -12.27 / -10.55 eV. The energy above the lowest of the compared OMol25 structures with the same formula, charge and spin is 102.20 kcal/mol. The expectation value of S² is 1.7481. Its orbital gap (alpha / beta) is 6.750 / 8.552 eV. The strongest force on any atom is 1.74 eV/Å.

Entry 2:
C4H13N2S2 | ωB97M-V/def2-TZVPD

```
! RIJCOSX wB97M-V def2-TZVPD def2/J DEFGRID3
* xyz 1 1
C 0.6577 0.2576 1.8212
C 0.7547 0.2011 0.2323
N 1.2405 -1.1958 0.1902
S 1.9306 1.4617 -0.4182
C -0.6765 0.2197 -0.4557
C -0.5459 0.2986 -1.9823
N -1.2845 -1.2021 -0.0689
S -1.5895 1.5388 0.4282
H 1.5404 0.5410 2.2728
H 0.0164 1.0522 2.3040
H 0.2733 -0.6795 2.1521
H 2.0373 -1.4456 0.7400
H 1.5857 -1.4382 -0.7570
H 2.3216 1.9973 0.7555
H -1.5539 0.0586 -2.3959
H -0.2897 1.2942 -2.1714
H 0.3396 -0.1512 -2.4317
H -0.1836 -1.5480 0.2068
H -2.0602 -0.9171 0.5870
H -1.7282 -1.5847 -0.9063
H -2.7858 1.2413 -0.1029
*
```

Its total energy is -1065.7974 a.u. For the HOMO energy, the calculation gives -13.29 eV. Its LUMO energy is -2.94 eV. The energy above the lowest of the compared OMol25 structures with the same formula, charge and spin is 47.32 kcal/mol. As for the SMILES: C[C@](N)(S)[C@@](C)([NH3+])S. Its orbital gap is 10.352 eV. The strongest force on any atom is 3.67 eV/Å.

Entry 3:
C4H13N2S2 | ωB97M-V/def2-TZVPD

```
! RIJCOSX wB97M-V def2-TZVPD def2/J DEFGRID3
* xyz 1 1
C -0.8950 -2.0238 -1.8352
N -1.3440 -0.6339 -1.4782
C -1.3650 -0.3516 -0.0331
C -0.1806 0.7240 0.3203
N 0.7683 1.0789 -0.8595
C 0.7155 0.1720 1.4662
S 2.4689 0.8987 1.6543
S 2.7943 1.7864 3.3624
H -0.3536 -2.3730 -1.0830
H -1.7491 -2.6157 -1.9908
H -0.1857 -1.9545 -2.6724
H -2.2382 -0.5120 -2.0035
H -2.1875 0.2763 0.3053
H -1.4953 -1.3305 0.4112
H -0.6711 1.5810 0.7573
H 0.9977 0.0833 -1.1570
H 1.5538 1.6231 -0.5372
H 0.1897 1.5637 -1.6762
H 1.0955 -0.9333 1.2635
H 0.0826 0.1304 2.3440
H 1.9987 2.8105 3.4415
*
```

Its total energy is -1065.7663 a.u. For the HOMO energy, the calculation gives -12.30 eV. Its LUMO energy is -3.26 eV. The energy above the lowest of the compared OMol25 structures with the same formula, charge and spin is 66.87 kcal/mol. As for the SMILES: CNC[C@H]([NH3+])CSS. Its orbital gap is 9.046 eV. The strongest force on any atom is 4.57 eV/Å.

Entry 4:
C4H13N2Si | ωB97M-V/def2-TZVPD

```
! RIJCOSX wB97M-V def2-TZVPD def2/J DEFGRID3
* xyz 1 1
C -0.7364 0.2505 -0.3145
C -2.8098 -1.1108 0.3817
C 2.9123 -0.5803 0.7747
C 1.7136 -0.0063 -1.2444
N -1.3299 -0.8641 -0.0605
N 2.4900 0.3129 -0.2326
Si -1.3551 2.0105 0.0333
H -2.8802 -2.0744 0.9444
H -3.2319 -1.2549 -0.7163
H -3.2999 -0.2707 0.8756
H 2.9739 -1.6064 0.6038
H 3.8661 -0.3889 1.3139
H 2.2585 -0.5302 1.7207
H 1.4954 -1.0963 -1.4793
H 1.2112 0.5956 -1.9641
H -1.0647 -1.7992 -0.4831
H 2.8435 1.2337 -0.2426
H -1.6128 2.3423 -1.3938
H -2.9020 2.3907 0.3310
H -0.5418 2.4464 1.1519
*
```

Its total energy is -558.7794 a.u. For the HOMO energy, the calculation gives -11.93 eV. Its LUMO energy is -3.96 eV. The energy above the lowest of the compared OMol25 structures with the same formula, charge and spin is 141.35 kcal/mol. Its orbital gap is 7.968 eV. The strongest force on any atom is 4.83 eV/Å.

Look up the strongest force on any atom of the fourth one.
4.83 eV/Å